39
Properties=species:S:1:pos:R:3:lowdin_charge:R:1 method="wB97M-V/def2-TZVPD" total_charge=0 multiplicity=1 total_energy_ha=-2193.4152
C -4.56499 -1.32817 -1.31057 -0.03
C -3.63527 -0.73602 -0.28422 -0.45
C -4.22734 0.43757 0.56457 -1.12
C -4.09273 -1.04912 1.13108 -0.07
H -4.98957 -1.81366 1.18309 0.16
H -3.43396 -1.19815 1.96136 0.09
Cl -6.10960 0.79130 0.49189 0.52
Cl -3.35723 1.66785 1.01449 0.86
C -2.40627 -0.47865 -0.80522 -0.61
O -2.03457 0.07894 -1.70918 0.22
N -1.48001 -0.88137 0.13824 0.12
C -0.16143 -1.11124 -0.28592 -0.68
N 0.66342 -0.29862 -0.63424 -0.08
C 0.14160 1.31648 -0.35257 -0.02
H -0.77421 1.17543 0.11956 0.05
H -0.25428 1.57617 -1.24654 0.10
C 1.15440 2.04111 0.31164 -0.18
C 2.06624 2.64259 -0.58964 -0.12
N 2.96488 3.21087 -1.48724 0.14
H 0.52952 3.11473 0.74637 0.25
H 1.57947 1.72880 1.01471 -0.01
C 1.82840 -0.18396 -0.97652 -0.30
C 3.09972 -0.05185 -0.11874 -0.28
C 4.28254 0.32930 -0.45371 -0.35
N 5.41069 0.54311 -0.10177 0.13
C 5.38995 0.05183 1.40222 0.07
C 4.13604 -0.61455 1.97178 -0.02
C 3.04410 -0.36932 1.13058 -0.12
H 1.99501 -0.93514 1.67742 0.18
H 4.11303 -0.74620 3.08678 0.11
H 6.21985 0.23691 1.95049 0.03
H 4.45042 0.55255 -1.78477 0.19
H 2.00801 -1.23843 -1.56325 0.17
H 2.02835 0.33348 -1.95195 0.16
S 0.55476 -2.78718 -0.05733 0.50
H -1.70891 -1.64666 0.72980 0.09
H -5.64378 -1.32325 -1.30946 0.07
H -4.29564 -2.33170 -1.31432 0.08
H -4.49060 -0.70576 -2.28890 0.14

58
Properties=species:S:1:pos:R:3:lowdin_charge:R:1 method="wB97M-V/def2-TZVPD" total_charge=-1 multiplicity=1 total_energy_ha=-3710.0136
O 4.74646 3.87861 -1.24493 -0.41
S 4.42881 2.49738 -1.54592 0.15
O 4.51717 1.62332 -0.37546 -0.42
O 5.16328 1.95122 -2.64789 -0.41
P 2.39142 2.32542 -2.30936 0.47
O 1.76562 1.04633 -1.49719 -0.42
Cl 1.26160 3.97053 -1.73358 0.15
H 2.18080 0.21613 -1.82867 0.00
C 3.50023 1.37080 2.58818 -0.06
C 3.19540 -0.09981 2.49079 -0.29
O 1.77437 -0.11947 2.44438 0.10
C 1.39712 1.06821 1.87121 -0.58
O 0.32355 1.29136 1.42192 0.15
O 2.41348 1.94652 1.85858 0.08
F 3.60764 -0.77936 3.60002 0.06
H 3.47072 1.72948 3.61711 0.10
H 4.45567 1.63381 2.14012 0.13
H 3.59623 -0.58505 1.59976 0.17
C -0.80463 -2.78599 -1.33829 -0.05
C 0.04588 -3.23650 -0.17653 -0.29
O 1.36464 -3.05439 -0.67155 0.15
C 1.30011 -2.03689 -1.57148 -0.51
O 2.22869 -1.42834 -1.98290 0.18
O 0.02001 -1.78455 -1.93370 0.07
F -0.14607 -4.55073 0.10338 0.07
H -0.98249 -3.58522 -2.05848 0.15
H -1.75645 -2.37241 -1.02853 0.12
H -0.08323 -2.64980 0.73451 0.18
C -5.81734 -3.18305 -1.82984 -0.05
C -4.53451 -2.41613 -1.62962 -0.31
O -3.61125 -3.14569 -2.42281 0.10
C -4.33587 -3.71274 -3.43901 -0.54
O -3.86444 -4.16452 -4.42215 0.19
O -5.66378 -3.67772 -3.16297 0.08
F -4.12796 -2.45341 -0.33449 0.07
H -5.90652 -4.02152 -1.13740 0.15
H -6.70148 -2.55665 -1.74449 0.14
H -4.56780 -1.37927 -1.96964 0.18
C -1.78222 0.00377 -4.35475 -0.06
C -0.64965 0.85375 -3.83751 -0.33
O -1.21646 2.15816 -3.84484 0.13
C -2.55256 2.00399 -3.66068 -0.55
O -3.30081 2.86948 -3.35694 0.17
O -2.92977 0.70786 -3.86943 0.05
F 0.40625 0.82305 -4.68035 0.07
H -1.80886 -0.02848 -5.44532 0.14
H -1.75387 -1.01364 -3.97013 0.12
H -0.31915 0.60087 -2.82877 0.15
C 0.22316 1.95633 5.72078 -0.04
C 0.52364 2.94207 6.82318 -0.31
O 1.90053 2.71819 7.07179 0.14
C 2.44122 2.28172 5.89555 -0.53
O 3.59866 2.24711 5.65361 0.18
O 1.47099 1.89942 5.02973 0.07
F -0.18056 2.66383 7.95061 0.07
H -0.02380 0.96738 6.10978 0.15
H -0.57471 2.28679 5.06050 0.15
H 0.36936 3.98715 6.54987 0.17

42
Properties=species:S:1:pos:R:3:lowdin_charge:R:1 method="wB97M-V/def2-TZVPD" total_charge=0 multiplicity=4 relative_energy_ev=0.0947 total_energy_ha=-3171.6582
Co 0.41675 0.20185 0.32863 0.61
O -5.51874 -3.63681 -0.43353 0.09
N -5.07631 -3.20715 -1.47974 -0.34
O -5.51183 -3.46945 -2.57953 0.10
C -3.93976 -2.26491 -1.40800 -0.06
C -3.88210 -1.33831 -2.38202 0.08
C -2.85460 -0.34501 -2.37325 -0.11
C -2.76317 0.66169 -3.35028 0.02
C -1.75416 1.58322 -3.26918 -0.01
C -0.84030 1.48809 -2.21227 -0.07
N -0.90718 0.54922 -1.29276 0.07
C -1.89986 -0.36075 -1.35591 -0.12
C -1.96014 -1.37899 -0.32682 -0.11
N -0.99744 -1.35116 0.61926 0.07
C -0.99781 -2.26160 1.56699 -0.07
C -1.95882 -3.27452 1.62705 -0.01
C -2.94907 -3.31801 0.68256 0.03
C -2.98095 -2.34081 -0.33334 -0.05
H -4.62493 -1.34197 -3.16727 0.14
H -3.49113 0.69790 -4.15088 0.13
H -1.65057 2.37445 -3.99715 0.12
H -0.03059 2.20087 -2.11156 0.12
H -0.20560 -2.19361 2.30176 0.13
H -1.91332 -4.00980 2.41715 0.12
H -3.70357 -4.08645 0.71957 0.11
C 3.55424 1.62909 -1.06968 -0.18
Si 3.24884 -0.22484 -1.13780 0.24
C 2.94734 -0.69430 -2.93370 -0.18
C 4.77823 -1.11661 -0.53088 -0.18
O 1.96463 -0.63218 -0.23658 -0.44
H 4.42971 1.91669 -1.65732 0.03
H 3.71461 1.96054 -0.04120 0.03
H 2.69818 2.18652 -1.46268 0.01
H 3.79719 -0.43583 -3.57049 0.03
H 2.06773 -0.17679 -3.32808 0.01
H 2.77015 -1.76804 -3.02950 0.03
H 5.65630 -0.86583 -1.13115 0.03
H 4.63724 -2.19878 -0.57610 0.03
H 4.99234 -0.85098 0.50661 0.03
O -2.43203 2.14009 1.28526 -0.60
S -1.09469 2.57487 1.70803 0.67
N 0.06672 1.70277 1.47081 -0.51

49
Properties=species:S:1:pos:R:3:lowdin_charge:R:1 method="wB97M-V/def2-TZVPD" total_charge=+1 multiplicity=2 relative_energy_ev=3.3610 total_energy_ha=-2078.6666
Re -0.42323 0.58011 1.56758 1.86
O 2.01008 -0.47613 1.61264 -0.12
C 2.11384 -1.65424 2.41223 -0.19
C 0.90729 -2.51511 2.10567 -0.13
N -0.33948 -1.90613 2.58395 -0.19
C -0.39267 -1.67751 4.01131 -0.06
C -0.00012 -0.22503 4.44125 -0.56
O 0.11439 0.03460 5.59804 0.16
O 0.19732 0.57698 3.42145 -0.19
C -1.55511 -2.45415 2.01370 -0.06
C -2.66461 -1.38057 1.96914 -0.54
O -3.82076 -1.64199 1.89839 0.17
O -2.13636 -0.15780 1.99787 -0.23
H 2.64547 0.18129 1.92114 0.12
H 2.16685 -1.39213 3.47147 0.13
H 3.01412 -2.21327 2.15040 0.14
H 1.04969 -3.49980 2.56454 0.15
H 0.83285 -2.64982 1.02958 0.13
H 0.29376 -2.31976 4.56380 0.15
H -1.39975 -1.83049 4.39895 0.15
H -1.95463 -3.29678 2.58017 0.15
H -1.37542 -2.75225 0.97958 0.15
N -3.11408 2.30570 0.27599 0.24
C -2.45856 1.56270 -0.59600 -0.62
O -1.42488 0.89903 -0.31166 -0.16
C -2.98256 1.47172 -1.98858 -0.51
I -4.37876 -0.17210 -1.98284 0.90
H -2.84968 2.32121 1.24953 0.12
H -3.95733 2.79524 0.02257 0.14
H -2.18852 1.21481 -2.67966 0.06
H -3.51430 2.36264 -2.30508 0.06
O 2.03028 3.36459 -0.17661 0.17
C 1.50444 2.29584 -0.24243 -0.46
O 0.87847 1.77504 0.84106 -0.21
C 1.52205 1.55013 -1.56889 -0.09
C 1.96478 2.27413 -2.67136 0.09
C 1.97790 1.67899 -3.91879 -0.09
C 1.55026 0.38293 -4.12684 0.11
C 1.11701 -0.31881 -3.01804 -0.10
C 1.12430 0.23617 -1.75080 0.04
N 0.62627 -1.69314 -3.18080 -0.34
O 0.21944 -2.26148 -2.17456 0.06
O 0.63118 -2.16854 -4.28837 0.13
N 2.46244 2.46134 -5.07920 -0.34
O 2.51585 1.88130 -6.14263 0.11
O 2.76773 3.61585 -4.87425 0.11
H 2.30500 3.29483 -2.56361 0.14
H 1.55460 -0.06509 -5.10973 0.14
H 0.83315 -0.39505 -0.93125 0.09

40
Properties=species:S:1:pos:R:3:lowdin_charge:R:1 method="wB97M-V/def2-TZVPD" total_charge=0 smiles="O=C(O)CCc1c(I)ccc2c1C(=O)NC2=O.CCOC(=O)OC" multiplicity=1 total_energy_ha=-1459.8841
O 0.43196 -3.58036 3.51823 -0.06
C 0.86088 -2.41954 2.95003 -0.28
O 0.78494 -1.21660 3.79337 -0.03
C 1.35530 -2.49384 1.38865 -0.08
C 0.16938 -2.02994 0.30619 -0.16
C -1.20807 -1.74547 1.19550 -0.12
C -1.56139 -0.20098 1.71368 -0.54
I -0.24053 1.51887 1.18589 0.76
C -2.93586 0.03770 2.63399 -0.07
C -3.92897 -1.24314 3.04880 0.02
C -3.48567 -2.70617 2.45141 -0.01
C -2.16835 -3.03502 1.53079 0.02
C -2.03273 -4.62635 1.14340 -0.22
O -1.16549 -5.19988 0.30528 -0.01
N -3.12182 -5.22892 2.03286 0.08
C -4.12913 -4.20670 2.60058 -0.23
O -5.32534 -4.54113 3.10988 -0.02
H -0.08965 -1.32759 4.30473 0.14
H 2.29333 -1.81236 1.20443 0.12
H 1.57508 -3.64503 1.16115 0.14
H -0.04319 -2.88690 -0.49716 0.13
H 0.51398 -1.06388 -0.30301 0.08
H -3.19873 1.13497 2.99774 0.09
H -4.88568 -1.13859 3.71943 0.11
H -2.58420 -5.77558 2.75919 0.16
C 1.76231 4.60722 -5.56183 -0.07
C 1.13758 5.09233 -4.26580 -0.22
O 1.16474 4.05993 -3.27173 0.02
C 2.35412 3.87923 -2.64630 -0.55
O 3.37635 4.51430 -2.84808 0.11
O 2.21882 2.84944 -1.77287 -0.03
C 3.42767 2.49591 -1.10605 -0.05
H 1.29133 3.67572 -5.89198 0.08
H 1.65487 5.35901 -6.34939 0.08
H 2.82841 4.39506 -5.43244 0.08
H 0.08482 5.33781 -4.44004 0.12
H 1.62388 6.00311 -3.89718 0.13
H 3.89041 3.36647 -0.63005 0.10
H 4.11908 2.02939 -1.81427 0.10
H 3.18558 1.76754 -0.32703 0.08